# C12H14BrN7

One molecule with the formula C12H14BrN7 in a non-equilibrium geometry (wB97M-V/def2-TZVPD, the OMol25 dataset).

Each line ends with the Mulliken charge.
CARTESIAN COORDINATES (ANGSTROEM)
1 C 0.32790 1.97845 5.56641  -0.7990
2 N -0.40368 2.24457 4.32988  0.7023
3 C -0.10981 1.57175 3.16115  -0.2384
4 C -0.94856 2.09427 2.21822  0.0306
5 C -0.95008 1.76580 0.77370  0.2855
6 C -1.73160 2.51180 -0.17159  -0.6678
7 N -1.64485 2.03516 -1.35747  -1.3934
8 N -0.74746 0.96165 -1.24306  0.6074
9 C -0.32041 0.12940 -2.25996  1.0326
10 N -0.80338 0.30624 -3.53209  -0.4514
11 C 0.57378 -0.86401 -2.01242  -0.6270
12 Br 1.22691 -1.95670 -3.46980  -0.2565
13 C 1.08132 -0.94623 -0.63393  1.2585
14 C 2.04702 -2.05166 -0.26181  -1.1470
15 C 3.48036 -1.57341 -0.28087  -0.5146
16 N 3.92572 -0.99157 -1.58093  -0.4124
17 N 0.63674 -0.14739 0.37024  -0.5082
18 C -0.28943 0.82322 0.03261  0.3099
19 C -1.69410 3.15134 2.89026  -0.4433
20 N -1.33745 3.21109 4.13932  -1.0343
21 H 0.85697 1.01025 5.52084  0.2682
22 H -0.36589 1.93804 6.38237  0.3025
23 H 1.06122 2.75349 5.80521  0.2952
24 H 0.57374 0.76032 2.93949  0.4960
25 H -2.42931 3.28945 0.04638  0.4447
26 H -0.32529 -0.22334 -4.26903  0.1863
27 H -1.17352 1.25740 -3.71428  0.2704
28 H 1.84899 -2.42978 0.73197  0.3213
29 H 1.88639 -2.90175 -0.93744  0.4068
30 H 4.16829 -2.40401 -0.03698  0.3144
31 H 3.57892 -0.77778 0.46309  0.3016
32 H 4.92916 -0.78933 -1.64379  0.2185
33 H 3.54382 -1.52036 -2.39682  0.1031
34 H -2.48041 3.77565 2.42315  0.3375

net charge	0
HOMO level	-7.41	eV
gap between HOMO and LUMO	7.793	eV
DFT total energy	-3422.94790	Eh
structure (SMILES)	Cn1cc(-c2cnn3c(N)c(Br)c(CCN)nc23)cn1

=====

# C12H14BrNO

One molecule with the formula C12H14BrNO in a non-equilibrium geometry (wB97M-V/def2-TZVPD, the OMol25 dataset).

Each line ends with the Mulliken charge.
CARTESIAN COORDINATES (ANGSTROEM)
1 C -3.06648 0.50380 -2.14511  -0.4734
2 C -2.62423 -0.34181 -3.15625  -0.5741
3 C -2.26919 0.78257 -1.08336  -0.6717
4 C -1.41053 -0.95560 -3.04082  -0.5810
5 C -1.02996 0.09202 -0.89309  0.4991
6 C -0.54101 -0.73114 -1.96412  0.8127
7 C -0.14764 0.39007 0.20745  0.6578
8 C 1.16861 2.02174 1.42011  -0.3840
9 C 1.07288 -0.10186 2.07809  1.2261
10 C 0.84623 -1.32683 -1.93887  -1.3819
11 C 2.46471 -0.57859 2.17588  -1.5557
12 C 0.23070 -0.05096 3.29511  -1.3830
13 N 0.35529 -0.46987 0.95053  -0.5725
14 O 0.22949 1.74117 0.43391  -0.3878
15 Br 2.88297 2.36343 0.69967  -0.2012
16 H -4.01631 1.01550 -2.13160  0.3797
17 H -3.12771 -0.40001 -4.07264  0.4173
18 H -2.68052 1.43210 -0.29157  0.3504
19 H -1.01486 -1.45728 -3.93285  0.2936
20 H 0.90778 2.68814 2.13832  0.4654
21 H 1.59201 -0.57489 -2.41393  0.2679
22 H 1.12770 -1.72685 -0.95633  0.2781
23 H 0.86641 -2.09360 -2.67817  0.4891
24 H 2.34625 -1.58278 1.89585  0.4251
25 H 2.92567 -0.52949 3.14739  0.4077
26 H 3.11525 0.00071 1.50265  0.2427
27 H -0.82821 -0.45358 2.98841  0.2841
28 H 0.02566 0.98817 3.63562  0.2383
29 H 0.59904 -0.64427 4.12972  0.4313

energy above the lowest of the compared OMol25 structures with the same formula, charge and spin	68.4	kcal/mol
net charge	0
HOMO level	-8.05	eV
gap between HOMO and LUMO	8.793	eV
DFT total energy	-3169.57231	Eh

=====

# C12H14Cl2CsNO6P

C12H14Cl2CsNO6P as an isolated structure in a non-equilibrium geometry (wB97M-V/def2-TZVPD, the OMol25 dataset).

Each line ends with the Mulliken charge.
CARTESIAN COORDINATES (ANGSTROEM)
1 Cs 0.76329 0.55659 2.10450  1.2691
2 O -1.03271 2.53059 0.79110  -0.5065
3 C -2.05521 2.36115 0.15278  -0.3781
4 C -2.82097 1.14334 -0.03117  0.7925
5 C -3.95526 1.24378 -0.82720  -0.2928
6 C -4.76282 0.14828 -1.06628  -0.2504
7 C -4.44415 -1.10361 -0.49420  -0.3679
8 C -3.34252 -1.23363 0.28823  -0.5960
9 C -2.45233 -0.13154 0.57216  0.0439
10 O -1.43713 -0.28217 1.28138  -0.6927
11 N -5.92006 0.27601 -1.88881  0.9835
12 O -6.62216 -0.71420 -2.07317  -0.6606
13 O -6.18503 1.37180 -2.37598  -0.6628
14 H -2.50402 3.22677 -0.38285  0.2352
15 H -4.21752 2.19529 -1.27249  0.4011
16 H -5.09103 -1.94595 -0.69202  0.4539
17 H -3.08834 -2.18806 0.73158  0.3912
18 C 4.17228 0.46902 -1.36052  -1.1879
19 P 2.45458 0.68809 -0.74568  0.2230
20 C 1.84453 -1.02341 -1.00451  -0.8206
21 C 1.68684 1.47074 -2.22896  -1.1478
22 H 4.20746 -0.01786 -2.33883  0.3211
23 H 4.71432 -0.13689 -0.63375  0.2852
24 H 4.66290 1.44108 -1.42828  0.3616
25 H 2.00878 -1.33782 -2.03931  0.3875
26 H 0.77446 -1.09169 -0.79394  0.2162
27 H 2.37119 -1.69770 -0.32953  0.2878
28 H 1.89253 0.92079 -3.15131  0.3412
29 H 2.05297 2.49299 -2.33629  0.3600
30 H 0.60695 1.51943 -2.07979  0.2639
31 Cl 4.98428 -1.20630 5.16907  -0.1970
32 C 4.05484 -1.99651 3.88701  0.0330
33 Cl 3.01929 -3.26474 4.56574  -0.1990
34 C 3.16831 -0.96016 3.12229  0.5390
35 O 3.32132 -0.99032 1.88755  -0.6752
36 O 2.40918 -0.25408 3.79950  -0.8163
37 H 4.76098 -2.47913 3.22200  0.2619

energy above the lowest of the compared OMol25 structures with the same formula, charge and spin	15.0	kcal/mol
net charge	-1
HOMO level	-5.48	eV
gap between HOMO and LUMO	7.679	eV
DFT total energy	-2253.79334	Eh